[1]
ORCA calculation (ωB97M-V/def2-TZVPD) on a molecular structure, C29H25ClIN6O6Ti in a non-equilibrium geometry.

Output
molar mass: 763.78 g/mol
E: -3507.653808 Ha
HOMO energy (alpha / beta): -3.1 / -4.9 eV
expectation value of S²: 2.03
LUMO (alpha / beta): 2.261 / 2.256 eV
energy above the lowest of the compared OMol25 structures with the same formula, charge and spin: 0.797 eV
frontier orbital gap (alpha / beta): 5.33 / 7.16 eV

```
! RIJCOSX wB97M-V def2-TZVPD def2/J DEFGRID3
* xyz -1 3
Ti 0.660 -0.022 0.611
C 1.156 -4.388 -0.735
C -0.220 -3.813 -0.922
N -1.089 -4.529 -1.645
C -2.302 -3.995 -1.841
C -2.718 -2.785 -1.334
C -4.106 -2.297 -1.604
O -4.164 -1.188 -2.509
C -1.810 -2.012 -0.557
C -2.207 -0.813 0.061
N -1.406 -0.083 0.902
C -2.067 0.595 1.933
C -3.097 1.514 1.691
C -3.725 2.189 2.724
C -3.346 1.962 4.041
C -2.367 1.018 4.313
C -1.759 0.327 3.272
I -0.483 -1.272 3.728
C -0.506 -2.556 -0.390
O 0.467 -1.887 0.235
H 1.115 -5.468 -0.865
H 1.555 -4.144 0.249
H 1.847 -3.986 -1.486
H -2.994 -4.585 -2.438
H -4.601 -2.021 -0.666
H -4.692 -3.101 -2.053
H -3.290 -0.781 -2.543
H -3.249 -0.519 -0.024
H -3.373 1.710 0.660
H -4.506 2.905 2.497
H -3.821 2.496 4.854
H -2.091 0.797 5.335
O 5.516 1.929 3.371
C 5.871 0.986 2.517
O 7.027 0.689 2.323
C 4.775 0.275 1.800
C 4.977 -0.759 0.914
N 3.773 -1.127 0.448
N 2.796 -0.395 0.971
C 3.372 0.455 1.811
C 2.436 1.366 2.540
O 2.914 2.242 3.279
O 1.214 1.146 2.301
H 4.512 2.018 3.458
H 5.893 -1.236 0.606
H 3.529 -1.843 -0.221
Cl 0.214 2.861 -3.048
C -0.214 1.186 -3.330
C -1.167 0.966 -4.316
C -1.492 -0.324 -4.697
C -0.817 -1.381 -4.101
C 0.120 -1.140 -3.115
C 0.433 0.147 -2.642
C 1.396 0.294 -1.527
H -1.634 1.819 -4.790
H -2.245 -0.498 -5.454
H -1.033 -2.402 -4.391
H 0.637 -1.978 -2.664
H 1.924 1.247 -1.573
H 2.136 -0.509 -1.614
N 1.448 4.457 0.536
C 0.197 4.585 1.088
C -0.406 3.381 0.894
N 0.446 2.525 0.237
C 1.550 3.201 0.047
H 2.184 5.140 0.553
H -0.136 5.493 1.556
H -1.392 3.076 1.193
H 2.434 2.841 -0.454
*
```



[2]
ORCA calculation (ωB97M-V/def2-TZVPD) on a molecular structure, C29H25ClPRh in a non-equilibrium geometry.

Output
molar mass: 542.85 g/mol
E: -2031.989775 Ha
HOMO energy (alpha / beta): -6.0 / -8.5 eV
expectation value of S²: 6.02
LUMO (alpha / beta): 0.613 / -1.889 eV
frontier orbital gap (alpha / beta): 6.57 / 6.58 eV

```
! RIJCOSX wB97M-V def2-TZVPD def2/J DEFGRID3
* xyz 0 5
C -0.668 -1.777 3.022
C -0.734 -2.211 1.663
C 0.611 -2.522 1.253
H -1.658 -2.302 1.111
C 1.494 -2.205 2.320
C 0.714 -1.739 3.421
H 1.099 -1.393 4.374
H -1.534 -1.508 3.610
H 0.911 -2.950 0.302
H 2.575 -2.268 2.296
Rh 0.260 -0.390 1.749
Cl 2.264 0.858 1.464
P 0.162 -0.221 -0.577
C 1.290 -1.337 -1.514
C 0.903 -2.008 -2.688
H -0.141 -2.049 -2.998
C 1.865 -2.630 -3.488
H 1.554 -3.109 -4.419
C 3.210 -2.625 -3.108
H 3.966 -3.068 -3.758
C 3.584 -2.047 -1.890
H 4.622 -2.063 -1.557
C 2.625 -1.428 -1.089
H 2.915 -0.989 -0.133
C -1.422 -0.676 -1.403
C -1.937 -1.980 -1.278
H -1.363 -2.760 -0.771
C -3.180 -2.312 -1.816
H -3.622 -3.280 -1.577
C -3.827 -1.414 -2.672
H -4.775 -1.689 -3.135
C -3.245 -0.171 -2.934
H -3.688 0.500 -3.675
C -2.096 0.225 -2.243
H -1.707 1.233 -2.383
C 0.562 1.384 -1.356
C 1.342 1.461 -2.519
H 1.850 0.575 -2.904
C 1.462 2.672 -3.204
H 2.018 2.703 -4.142
C 0.868 3.829 -2.690
H 0.939 4.771 -3.239
C 0.192 3.777 -1.466
H -0.237 4.682 -1.033
C 0.042 2.563 -0.797
H -0.482 2.518 0.158
C -1.240 3.150 5.091
C -1.324 1.797 5.436
C -0.881 0.807 4.536
C -0.420 1.147 3.274
C -0.301 2.482 2.937
C -0.723 3.491 3.834
H -1.566 3.923 5.793
H -1.726 1.499 6.408
H -0.914 -0.226 4.868
H 0.151 2.757 1.988
H -0.641 4.546 3.549
*
```



[3]
ORCA calculation (ωB97M-V/def2-TZVPD) on a molecular structure, C29H25F5N5OPtS in a non-equilibrium geometry.

Output
molar mass: 781.69 g/mol
E: -2485.645075 Ha
HOMO energy (alpha / beta): -10.4 / -10.4 eV
LUMO (alpha / beta): -5.297 / -5.297 eV
energy above the lowest of the compared OMol25 structures with the same formula, charge and spin: 1.756 eV
frontier orbital gap (alpha / beta): 5.15 / 5.15 eV

```
! RIJCOSX wB97M-V def2-TZVPD def2/J DEFGRID3
* xyz 1 1
Pt 1.334 -0.263 -0.045
C -5.322 -2.022 1.348
C -4.055 -1.272 1.057
C -4.029 -0.221 0.136
C -2.862 0.444 -0.152
C -1.641 0.131 0.478
N -0.475 0.808 0.124
C -0.539 2.172 -0.155
C -1.382 3.006 0.599
C -1.487 4.357 0.359
C -0.725 4.974 -0.634
C -0.840 6.445 -0.909
C 0.143 4.172 -1.352
C 0.224 2.798 -1.146
N 1.004 2.045 -2.060
C 1.195 2.334 -3.365
C 2.010 1.367 -3.906
C 2.276 0.495 -2.855
N 1.671 0.921 -1.749
C -1.676 -0.922 1.398
C -2.858 -1.612 1.659
N -0.540 -1.267 2.170
C -0.530 -1.673 3.458
C 0.773 -1.944 3.810
C 1.524 -1.669 2.666
N 0.715 -1.268 1.694
H -6.189 -1.408 1.114
H -5.373 -2.325 2.393
H -5.381 -2.926 0.737
H -4.942 0.057 -0.377
H -2.856 1.220 -0.904
H -1.952 2.558 1.402
H -2.161 4.952 0.962
H -1.798 6.827 -0.561
H -0.748 6.658 -1.974
H -0.054 7.000 -0.393
H 0.781 4.629 -2.099
H 0.716 3.177 -3.829
H 2.350 1.291 -4.923
H 2.857 -0.408 -2.857
H -2.833 -2.442 2.356
H -1.435 -1.727 4.037
H 1.129 -2.287 4.764
H 2.584 -1.716 2.495
F -3.259 -5.173 -0.080
C -2.138 -4.517 -0.318
C -2.168 -3.368 -1.095
F -3.323 -2.933 -1.587
C -0.995 -2.690 -1.348
F -1.036 -1.600 -2.108
C 0.232 -3.119 -0.827
S 1.713 -2.318 -1.241
C 0.228 -4.273 -0.035
F 1.359 -4.703 0.506
C -0.939 -4.968 0.218
F -0.926 -6.051 0.984
C 4.720 -0.615 -0.936
C 4.466 -0.351 0.542
C 5.136 0.955 0.972
O 3.120 -0.349 0.943
H 5.788 -0.729 -1.113
H 4.359 0.223 -1.530
H 4.219 -1.532 -1.247
H 4.952 -1.170 1.096
H 4.715 1.796 0.416
H 6.208 0.897 0.786
H 4.966 1.121 2.035
*
```



Repeat the first record exactly.
ORCA calculation (ωB97M-V/def2-TZVPD) on a molecular structure, C29H25ClIN6O6Ti in a non-equilibrium geometry.

Output
molar mass: 763.78 g/mol
E: -3507.653808 Ha
HOMO energy (alpha / beta): -3.1 / -4.9 eV
expectation value of S²: 2.03
LUMO (alpha / beta): 2.261 / 2.256 eV
energy above the lowest of the compared OMol25 structures with the same formula, charge and spin: 0.797 eV
frontier orbital gap (alpha / beta): 5.33 / 7.16 eV

```
! RIJCOSX wB97M-V def2-TZVPD def2/J DEFGRID3
* xyz -1 3
Ti 0.660 -0.022 0.611
C 1.156 -4.388 -0.735
C -0.220 -3.813 -0.922
N -1.089 -4.529 -1.645
C -2.302 -3.995 -1.841
C -2.718 -2.785 -1.334
C -4.106 -2.297 -1.604
O -4.164 -1.188 -2.509
C -1.810 -2.012 -0.557
C -2.207 -0.813 0.061
N -1.406 -0.083 0.902
C -2.067 0.595 1.933
C -3.097 1.514 1.691
C -3.725 2.189 2.724
C -3.346 1.962 4.041
C -2.367 1.018 4.313
C -1.759 0.327 3.272
I -0.483 -1.272 3.728
C -0.506 -2.556 -0.390
O 0.467 -1.887 0.235
H 1.115 -5.468 -0.865
H 1.555 -4.144 0.249
H 1.847 -3.986 -1.486
H -2.994 -4.585 -2.438
H -4.601 -2.021 -0.666
H -4.692 -3.101 -2.053
H -3.290 -0.781 -2.543
H -3.249 -0.519 -0.024
H -3.373 1.710 0.660
H -4.506 2.905 2.497
H -3.821 2.496 4.854
H -2.091 0.797 5.335
O 5.516 1.929 3.371
C 5.871 0.986 2.517
O 7.027 0.689 2.323
C 4.775 0.275 1.800
C 4.977 -0.759 0.914
N 3.773 -1.127 0.448
N 2.796 -0.395 0.971
C 3.372 0.455 1.811
C 2.436 1.366 2.540
O 2.914 2.242 3.279
O 1.214 1.146 2.301
H 4.512 2.018 3.458
H 5.893 -1.236 0.606
H 3.529 -1.843 -0.221
Cl 0.214 2.861 -3.048
C -0.214 1.186 -3.330
C -1.167 0.966 -4.316
C -1.492 -0.324 -4.697
C -0.817 -1.381 -4.101
C 0.120 -1.140 -3.115
C 0.433 0.147 -2.642
C 1.396 0.294 -1.527
H -1.634 1.819 -4.790
H -2.245 -0.498 -5.454
H -1.033 -2.402 -4.391
H 0.637 -1.978 -2.664
H 1.924 1.247 -1.573
H 2.136 -0.509 -1.614
N 1.448 4.457 0.536
C 0.197 4.585 1.088
C -0.406 3.381 0.894
N 0.446 2.525 0.237
C 1.550 3.201 0.047
H 2.184 5.140 0.553
H -0.136 5.493 1.556
H -1.392 3.076 1.193
H 2.434 2.841 -0.454
*
```



Repeat the second record exactly.
ORCA calculation (ωB97M-V/def2-TZVPD) on a molecular structure, C29H25ClPRh in a non-equilibrium geometry.

Output
molar mass: 542.85 g/mol
E: -2031.989775 Ha
HOMO energy (alpha / beta): -6.0 / -8.5 eV
expectation value of S²: 6.02
LUMO (alpha / beta): 0.613 / -1.889 eV
frontier orbital gap (alpha / beta): 6.57 / 6.58 eV

```
! RIJCOSX wB97M-V def2-TZVPD def2/J DEFGRID3
* xyz 0 5
C -0.668 -1.777 3.022
C -0.734 -2.211 1.663
C 0.611 -2.522 1.253
H -1.658 -2.302 1.111
C 1.494 -2.205 2.320
C 0.714 -1.739 3.421
H 1.099 -1.393 4.374
H -1.534 -1.508 3.610
H 0.911 -2.950 0.302
H 2.575 -2.268 2.296
Rh 0.260 -0.390 1.749
Cl 2.264 0.858 1.464
P 0.162 -0.221 -0.577
C 1.290 -1.337 -1.514
C 0.903 -2.008 -2.688
H -0.141 -2.049 -2.998
C 1.865 -2.630 -3.488
H 1.554 -3.109 -4.419
C 3.210 -2.625 -3.108
H 3.966 -3.068 -3.758
C 3.584 -2.047 -1.890
H 4.622 -2.063 -1.557
C 2.625 -1.428 -1.089
H 2.915 -0.989 -0.133
C -1.422 -0.676 -1.403
C -1.937 -1.980 -1.278
H -1.363 -2.760 -0.771
C -3.180 -2.312 -1.816
H -3.622 -3.280 -1.577
C -3.827 -1.414 -2.672
H -4.775 -1.689 -3.135
C -3.245 -0.171 -2.934
H -3.688 0.500 -3.675
C -2.096 0.225 -2.243
H -1.707 1.233 -2.383
C 0.562 1.384 -1.356
C 1.342 1.461 -2.519
H 1.850 0.575 -2.904
C 1.462 2.672 -3.204
H 2.018 2.703 -4.142
C 0.868 3.829 -2.690
H 0.939 4.771 -3.239
C 0.192 3.777 -1.466
H -0.237 4.682 -1.033
C 0.042 2.563 -0.797
H -0.482 2.518 0.158
C -1.240 3.150 5.091
C -1.324 1.797 5.436
C -0.881 0.807 4.536
C -0.420 1.147 3.274
C -0.301 2.482 2.937
C -0.723 3.491 3.834
H -1.566 3.923 5.793
H -1.726 1.499 6.408
H -0.914 -0.226 4.868
H 0.151 2.757 1.988
H -0.641 4.546 3.549
*
```



Q: What is the formula in the third record?
A: C29H25F5N5OPtS



Q: Which of these has the lowest E?
A: C29H25ClIN6O6Ti